Record 1
A structure of composition C15H14Cl4IrN9O4S in a non-equilibrium geometry, computed with the ωB97M-V functional and the def2-TZVPD basis.

As for the total energy: -3716.808432 hartree. Its spin multiplicity is 2. The calculation puts the HOMO energy (spin up / spin down) at -10.113 / -10.669 eV. The HOMO-LUMO gap (spin up / spin down) is 6.582 / 6.611 eV. As for the charge: +1. The largest force on an atom comes out at 1.06 eV/Å. The energy relative to the best compared isomer or geometry (same formula, charge and spin) comes out at 0.0 kcal/mol.

Positions of all 48 atoms, in Å:
Ir1 0.071193 0.090371 -0.632655
C1 -1.138428 1.983217 2.938860
C2 -1.093735 1.365070 1.586306
N1 -0.035242 1.409253 0.853288
N2 1.073222 2.042824 1.310103
C3 2.119769 1.902822 0.526276
N3 3.257016 2.488705 0.917548
S1 2.178654 1.007041 -0.994848
C4 -2.229568 0.636182 0.971272
C5 -3.540504 0.813137 1.381741
C6 -4.571543 0.223674 0.666186
C7 -4.273276 -0.525151 -0.458541
C8 -2.945126 -0.669565 -0.816387
N4 -1.950644 -0.125305 -0.121319
H1 -0.471899 1.415137 3.590103
H2 -2.136564 1.976742 3.365166
H3 -0.760250 3.003787 2.907267
H4 3.242542 3.095695 1.720030
H5 4.074857 2.456287 0.336700
H6 -3.755602 1.430369 2.240387
H7 -5.597715 0.363440 0.977653
H8 -5.045830 -0.992620 -1.051274
H9 -2.662515 -1.257720 -1.681101
N5 0.199349 -1.335198 -2.194490
N6 -0.367242 -0.825604 -3.376747
C9 -0.707465 0.485598 -3.441116
N7 -1.103998 0.941416 -4.618145
N8 -0.614018 1.154992 -2.282305
N9 -1.004771 2.504341 -2.229273
O1 -0.915246 3.019848 -1.154286
O2 -1.415948 3.045192 -3.242415
H10 1.205284 -1.498205 -2.281180
H11 -0.206824 -2.234353 -1.947903
H12 -0.255682 -1.367358 -4.219317
H13 -1.120265 0.333285 -5.418878
H14 -1.373489 1.910719 -4.695704
Cl1 5.273791 -4.197575 2.500323
C10 3.915698 -3.271774 2.018469
C11 3.153749 -2.575315 3.009232
Cl2 3.631038 -2.676395 4.645809
C12 2.055119 -1.823022 2.655020
Cl3 1.138894 -0.984477 3.845994
C13 1.654565 -1.705936 1.306204
O3 0.621827 -0.991288 1.020009
C14 2.417817 -2.424625 0.281519
O4 2.049132 -2.365702 -0.902039
C15 3.553690 -3.206533 0.705880
Cl4 4.406185 -4.045419 -0.517422

Atomic forces in eV per Å
Ir -0.392 0.687 -0.700
C -0.027 0.090 -0.063
C -0.138 -0.067 -0.104
N 0.153 -0.448 0.233
N 0.040 0.085 -0.130
C -0.068 0.026 -0.119
N -0.030 0.081 -0.051
S 0.117 -0.132 0.596
C 0.041 0.171 -0.127
C -0.054 -0.069 0.059
C 0.029 0.014 0.025
C 0.030 -0.011 0.001
C -0.015 -0.211 0.057
N 0.133 0.208 0.539
H 0.016 0.017 0.019
H 0.012 -0.002 0.013
H -0.016 0.005 -0.021
H 0.009 -0.022 0.014
H 0.010 -0.025 0.013
H -0.016 -0.014 -0.002
H 0.004 0.002 0.001
H 0.005 -0.003 0.001
H 0.002 0.015 -0.004
N 0.289 0.132 0.033
N -0.206 -0.010 0.085
C 0.090 -0.079 0.033
N 0.013 -0.036 -0.041
N -0.037 -0.111 -0.047
N -0.067 -0.036 -0.053
O 0.025 0.031 0.048
O 0.043 0.047 0.003
H -0.023 -0.169 0.012
H -0.097 0.026 -0.057
H 0.055 0.058 -0.051
H -0.003 0.019 -0.011
H -0.003 0.017 0.018
Cl -0.020 0.012 0.011
C 0.034 -0.074 -0.049
C -0.029 0.047 0.064
Cl -0.001 -0.005 -0.022
C 0.021 -0.066 0.019
Cl -0.035 0.015 -0.003
C 0.138 0.168 0.004
O -0.029 -0.268 -0.189
C -0.190 0.099 0.135
O 0.142 -0.275 -0.194
C 0.030 0.050 0.008
Cl 0.014 0.015 -0.006

=====

Record 2
A structure of composition C15H14CsN4O2S2 in a non-equilibrium geometry, computed with the ωB97M-V functional and the def2-TZVPD basis.

As for the total energy: -1766.076330 hartree. The calculation puts the HOMO energy at -2.868 eV. The HOMO-LUMO gap is 4.729 eV. As for the charge: -1. The largest force on an atom comes out at 2.98 eV/Å. The energy relative to the best compared isomer or geometry (same formula, charge and spin) comes out at 15.7 kcal/mol.

Positions of all 38 atoms, in Å:
Cs1 1.204567 -3.249915 0.058577
C1 -1.476550 2.503295 3.192624
C2 -1.093991 1.176441 2.565664
N1 -1.356761 0.015978 3.063252
N2 -2.046378 -0.124139 4.195064
C3 -2.321713 -1.313948 4.780349
N3 -3.071808 -1.200247 5.939136
S1 -1.894595 -2.797478 4.209771
C4 -0.371383 1.210112 1.301433
C5 -0.149733 2.414502 0.613790
C6 0.547455 2.396259 -0.578241
C7 0.991181 1.183988 -1.082713
C8 0.717177 0.041783 -0.338844
N4 0.074498 0.045017 0.810180
H1 -1.823635 2.388421 4.218826
H2 -2.270175 2.980654 2.617822
H3 -0.612697 3.165911 3.210552
H4 -2.439477 0.694847 4.670041
H5 -2.923892 -0.385228 6.519137
H6 -3.135117 -2.065905 6.451299
H7 -0.518192 3.352004 1.001877
H8 0.732564 3.317540 -1.114550
H9 1.536374 1.112264 -2.010046
H10 1.055142 -0.918900 -0.699611
O1 3.294213 -1.817377 -1.382059
C9 2.561494 -2.443523 -2.178378
O2 2.297646 -3.659323 -2.100871
C10 1.878429 -1.624334 -3.257618
C11 2.621590 -0.708550 -3.979454
C12 2.042781 0.086144 -4.957348
C13 0.688926 -0.051684 -5.226347
C14 -0.069471 -0.943783 -4.500505
C15 0.494271 -1.727413 -3.486643
S2 -0.567387 -2.727010 -2.569402
H11 3.676931 -0.625406 -3.754644
H12 2.636310 0.809056 -5.502152
H13 0.220817 0.534924 -6.009561
H14 -1.129410 -1.044979 -4.690408

Atomic forces in eV per Å
Cs -1.081 -0.755 2.677
C -0.029 -0.410 0.044
C -0.766 -0.510 1.439
N 0.587 0.246 -1.069
N -0.710 1.250 1.188
C 0.006 -0.760 0.037
N 0.163 0.382 -0.116
S 0.059 -0.035 -0.109
C 0.766 0.163 -1.341
C -0.273 -0.379 0.616
C 0.184 -0.343 -0.408
C -0.106 0.389 0.167
C 0.150 0.006 -0.271
N -0.202 0.048 0.407
H 0.021 0.103 -0.012
H -0.010 0.064 -0.006
H -0.029 0.025 -0.001
H 0.183 -0.310 -0.350
H -0.024 -0.028 -0.052
H 0.041 0.027 -0.108
H -0.024 0.057 0.039
H 0.000 0.024 -0.022
H 0.047 -0.099 -0.140
H -0.041 0.591 -0.265
O 0.267 0.355 0.466
C 0.470 0.434 -1.313
O 0.907 -0.723 -1.334
C -0.106 -0.078 0.075
C 0.184 0.160 -0.080
C 0.304 0.174 -0.109
C -0.133 0.043 -0.108
C 0.089 0.291 -0.265
C -0.142 -0.277 0.025
S -0.894 -0.234 0.303
H 0.081 0.070 0.024
H 0.086 -0.011 -0.061
H 0.014 0.071 0.004
H -0.037 -0.020 0.032